Record 1
Formula: C4H13BN2
Source: OMol25
Level of theory: ωB97M-V with the def2-TZVPD basis set

Each line ends with the natural charge from an NBO analysis.
Geometry (Å):
1 B -1.207354 -0.155565 -0.021117  0.996
2 C 1.155531 -1.175355 -0.455935  -0.575
3 C 0.819487 1.177381 -1.107436  -0.593
4 C 0.837840 0.514934 1.202248  -0.580
5 C 0.342366 0.048353 -0.169562  -0.434
6 N -2.005646 0.850730 0.389110  -1.082
7 N -2.185326 -1.644774 -0.324401  -1.058
8 H 1.041374 -1.357972 -1.497016  0.209
9 H 0.943811 -2.171325 0.055457  0.203
10 H 2.116251 -1.012007 -0.180668  0.196
11 H 0.191273 1.141376 -2.029242  0.214
12 H 1.857301 1.247020 -1.421603  0.217
13 H 0.739442 2.119527 -0.541802  0.204
14 H 1.892020 0.739605 1.151851  0.205
15 H 0.440981 1.497116 1.529209  0.189
16 H 0.540200 -0.074495 2.003553  0.208
17 H -1.808573 1.828878 0.758680  0.399
18 H -2.985555 0.886698 0.505599  0.392
19 H -3.066178 -1.423844 0.106811  0.339
20 H -1.777351 -2.353441 0.251774  0.352

Forces on the atoms, in the same order (eV/Å):
-1.69 -4.03 -1.37
-2.65 -2.61 -0.28
-1.53 0.60 -0.65
-0.48 2.46 -0.19
1.15 0.27 1.44
-1.01 4.58 1.77
2.80 3.83 0.12
0.40 -0.53 -1.05
-0.53 1.35 -0.32
3.25 0.71 0.31
0.52 0.57 0.53
0.33 -1.03 0.12
-0.70 -0.01 -0.62
0.61 -0.55 0.21
-0.24 -0.16 -0.54
0.03 -1.72 1.45
0.99 -1.90 -1.07
-1.18 -1.22 -0.24
-0.44 0.04 0.16
0.36 -0.64 0.24

Calculated values
HOMO-LUMO gap	0.356	Eh
SMILES string	CC(C)(C)B(N)N

***

Record 2
Formula: C18H18N2O6
Source: OMol25
Level of theory: ωB97M-V with the def2-TZVPD basis set

Each line ends with the natural charge from an NBO analysis.
Geometry (Å):
1 O -1.584211 0.737959 -2.378943  -0.575
2 O -1.210951 3.255354 -0.153125  -0.588
3 O -2.539605 -1.473233 2.683542  -0.357
4 O -0.646258 -1.735090 3.700397  -0.379
5 O 1.527123 0.595854 2.691771  -0.432
6 O -2.776980 -0.034873 -0.574153  -0.537
7 C -1.632058 0.561950 -1.183798  0.837
8 C -0.443326 2.365333 -0.378564  0.686
9 C 2.142967 1.543347 3.480845  0.107
10 C 1.251065 2.467465 3.843404  -0.294
11 C 0.161300 2.319150 2.898752  -0.276
12 C 0.331883 1.155402 2.257535  0.237
13 C 1.382818 -3.546891 -1.944621  -0.202
14 C 0.671903 -2.762239 -2.841726  -0.218
15 C 2.045568 -3.034468 -0.838041  -0.204
16 C 0.642842 -1.397485 -2.646066  -0.202
17 C 1.905969 -1.719629 -0.512736  -0.229
18 C 1.188734 -0.893062 -1.428738  -0.030
19 N 0.557837 2.857529 -1.188122  -0.601
20 N -1.327449 -1.472439 2.686907  0.526
21 C -3.762045 -0.604528 -1.488220  -0.263
22 C 1.259055 1.821917 -1.796502  -0.213
23 C -0.643877 -1.025626 1.382379  -0.307
24 C -0.665174 0.500207 1.252322  -0.243
25 C -0.436934 0.932948 -0.292399  -0.232
26 C 0.967389 0.565681 -0.882128  -0.202
27 H 3.052519 1.406504 3.899445  0.196
28 H 1.457152 3.344850 4.383072  0.223
29 H -0.633523 3.125869 2.806332  0.250
30 H 1.397259 -4.645972 -2.116048  0.217
31 H 0.284146 -3.109719 -3.791966  0.222
32 H 2.516025 -3.648208 -0.169949  0.212
33 H 0.325283 -0.683547 -3.439745  0.239
34 H 2.478943 -1.332807 0.345756  0.230
35 H 0.472720 3.735119 -1.627590  0.411
36 H -3.274187 -1.381772 -2.166194  0.186
37 H -4.121693 0.164616 -2.101706  0.194
38 H -4.652272 -1.167307 -1.067853  0.215
39 H 0.962997 1.718424 -2.847585  0.193
40 H 2.359144 1.862597 -1.789497  0.191
41 H -1.254209 -1.502908 0.575695  0.249
42 H 0.388419 -1.453648 1.220282  0.253
43 H -1.655537 0.974285 1.475546  0.279
44 H 1.529231 0.613092 0.062034  0.230

Forces on the atoms, in the same order (eV/Å):
-0.03 -0.07 1.07
-3.44 -0.15 2.91
0.33 -0.02 -0.35
-0.75 0.43 -2.21
0.46 0.26 -1.35
1.49 0.27 -0.29
-2.05 -1.58 -1.09
1.42 5.69 -3.06
-3.44 -0.80 0.24
-0.25 0.72 -2.49
-1.38 1.98 1.31
-0.65 -0.19 -0.48
-0.35 -1.86 -0.36
0.78 0.47 -0.44
-1.69 0.40 -1.34
0.73 1.57 1.10
-0.07 1.32 -1.47
-0.20 1.37 1.02
1.44 -2.39 1.14
1.12 0.04 1.63
0.86 -2.10 -0.66
2.18 -2.54 -0.75
-0.16 -1.05 -1.03
0.65 0.70 -0.05
-0.86 -3.00 2.09
-0.81 -0.37 -0.79
2.76 -1.17 0.74
0.15 0.75 0.81
0.89 -1.67 -0.11
0.15 0.90 0.12
-0.06 -0.51 0.26
1.38 -1.72 1.34
-0.20 -0.71 0.95
-0.71 0.12 -0.39
-0.46 0.91 -0.08
-0.29 1.11 0.84
-0.57 1.09 -0.92
1.47 1.10 0.67
-0.08 -0.54 0.15
-0.13 0.64 -0.03
0.26 0.55 0.81
-1.18 0.54 1.11
0.72 -0.82 0.10
0.57 0.33 -0.63

Calculated values
HOMO-LUMO gap	0.345	Eh
SMILES string	COC(=O)[C@]1([C@@H](C[N+](=O)[O-])c2ccco2)C(=O)NC[C@@H]1c1ccccc1

***

Record 3
Formula: C37H51BN10S4SiV
Source: OMol25
Level of theory: ωB97M-V with the def2-TZVPD basis set

Each line ends with the Löwdin charge.
Geometry (Å):
1 V -1.437871 1.351712 -1.184801  0.188
2 C -3.920645 -0.999785 3.140207  -0.057
3 C -2.623439 -1.384345 2.509352  -0.233
4 C -2.017704 -2.586568 2.720416  0.071
5 C -0.806582 -2.903182 2.060268  -0.191
6 N -0.210788 -2.017971 1.309406  0.196
7 N -0.796598 -0.844044 1.107324  -0.023
8 B -0.061144 0.211099 0.196016  -0.678
9 N 0.762175 1.119542 1.135056  0.020
10 N 1.499275 0.466009 2.053713  0.189
11 C 2.264929 1.148234 2.844882  -0.206
12 C 2.356427 2.565628 2.736165  0.062
13 C 1.565381 3.236511 1.866740  -0.235
14 C 1.574251 4.723716 1.734517  -0.061
15 C 0.674735 2.454659 1.053841  -0.561
16 S -0.465942 3.179842 0.038893  0.748
17 C 3.077684 0.391033 3.881381  -0.543
18 C 2.817733 0.990100 5.270624  -0.042
19 C 4.563595 0.523637 3.525171  -0.029
20 C 2.689562 -1.084753 3.894532  -0.063
21 N 0.845374 -0.667326 -0.707088  -0.022
22 N 2.139119 -0.742346 -0.465692  0.211
23 C 2.863398 -1.563534 -1.186975  -0.199
24 C 2.269956 -2.352360 -2.192369  0.059
25 C 0.925565 -2.270181 -2.437494  -0.237
26 C 0.241039 -3.055708 -3.507797  -0.045
27 C 0.197339 -1.352210 -1.651667  -0.574
28 S -1.485258 -1.003570 -1.844962  0.816
29 C 4.335795 -1.631988 -0.808029  -0.536
30 C 4.894609 -0.210563 -0.682267  -0.041
31 C 4.418851 -2.338063 0.554028  -0.038
32 C 5.156596 -2.406988 -1.838235  -0.060
33 C -1.991867 -0.496634 1.591597  -0.589
34 S -2.691905 0.938299 1.015169  0.796
35 C -0.128091 -4.268232 2.115969  -0.539
36 C -0.032559 -4.809570 0.682213  -0.035
37 C 1.284390 -4.108661 2.686738  -0.041
38 C -0.915783 -5.256107 2.974510  -0.063
39 H -4.270091 -1.777453 3.817187  0.082
40 H -4.674979 -0.820876 2.371716  0.081
41 H -3.813741 -0.063154 3.689922  0.087
42 H -2.484806 -3.310710 3.373992  0.115
43 H 3.053409 3.108272 3.362041  0.123
44 H 2.363821 5.158531 2.345050  0.082
45 H 0.612688 5.136133 2.045390  0.087
46 H 1.715868 5.014194 0.692994  0.083
47 H 3.138894 2.030193 5.339444  0.077
48 H 3.370265 0.424355 6.022636  0.088
49 H 1.756286 0.943304 5.521605  0.093
50 H 4.889008 1.565930 3.523368  0.084
51 H 4.762490 0.102867 2.537216  0.073
52 H 5.170366 -0.014584 4.255851  0.091
53 H 1.634549 -1.211580 4.145681  0.085
54 H 3.292631 -1.613750 4.635193  0.094
55 H 2.848574 -1.541717 2.919140  0.042
56 H 2.886878 -2.994801 -2.803617  0.120
57 H 0.960749 -3.641388 -4.076133  0.086
58 H -0.291882 -2.385577 -4.183762  0.083
59 H -0.503387 -3.726238 -3.073321  0.085
60 H 4.306036 0.380598 0.019882  0.067
61 H 4.887019 0.288289 -1.652570  0.076
62 H 5.925491 -0.255476 -0.324790  0.087
63 H 3.825580 -1.800499 1.297723  0.045
64 H 5.456252 -2.376534 0.893010  0.091
65 H 4.042181 -3.362234 0.489685  0.087
66 H 5.068380 -1.962385 -2.830020  0.061
67 H 4.859710 -3.457566 -1.886555  0.082
68 H 6.206356 -2.383449 -1.540979  0.088
69 H 0.525184 -4.117855 0.049715  0.069
70 H -1.025304 -4.947417 0.247635  0.092
71 H 0.479192 -5.774053 0.682273  0.088
72 H 1.863545 -3.415959 2.076684  0.059
73 H 1.792133 -5.075433 2.696788  0.091
74 H 1.256615 -3.726225 3.709159  0.084
75 H -1.925605 -5.413604 2.589634  0.088
76 H -0.985476 -4.926356 4.013465  0.087
77 H -0.406682 -6.220642 2.969789  0.088
78 C -4.307256 5.941384 -3.180937  -0.199
79 Si -5.152559 4.476682 -3.973242  0.507
80 C -4.544529 4.241617 -5.726661  -0.173
81 C -7.002236 4.800378 -3.983942  -0.188
82 C -4.874474 2.861877 -3.030929  -0.231
83 C -5.904069 1.944818 -2.881684  -0.068
84 C -5.724137 0.733597 -2.207237  -0.056
85 C -4.485842 0.473811 -1.673471  -0.175
86 N -3.467452 1.327230 -1.823189  -0.161
87 C -3.631947 2.487726 -2.483598  -0.707
88 S -2.144781 3.367766 -2.575355  0.662
89 H -4.728906 6.860207 -3.596877  0.030
90 H -3.234264 5.935181 -3.367179  0.002
91 H -4.454224 5.959501 -2.098991  0.037
92 H -4.713009 5.140924 -6.323937  0.032
93 H -5.058287 3.410177 -6.213433  0.032
94 H -3.473739 4.027067 -5.734082  0.029
95 H -7.198590 5.758030 -4.471218  0.031
96 H -7.401548 4.856981 -2.968487  0.037
97 H -7.565109 4.040186 -4.529019  0.026
98 H -6.884336 2.170815 -3.284050  0.096
99 H -6.530554 0.023886 -2.092642  0.102
100 H -4.274115 -0.426776 -1.110875  0.089
101 N 3.663048 -0.346988 -4.162831  0.127
102 C 2.987264 0.554170 -3.888181  -0.377
103 N 2.274232 1.624297 -3.593288  0.097
104 C 1.208202 1.507412 -2.900973  -0.280
105 N 0.223422 1.467562 -2.277165  -0.005

Forces on the atoms, in the same order (eV/Å):
-0.48 -0.05 -0.20
0.00 0.01 0.00
0.00 0.00 0.02
-0.01 0.00 -0.02
-0.03 -0.03 -0.01
0.02 0.00 0.02
-0.05 -0.01 0.03
-0.15 0.09 0.04
0.00 0.04 0.09
-0.02 -0.03 -0.02
0.03 0.04 0.04
0.01 -0.03 -0.04
0.01 -0.02 0.02
-0.01 0.00 0.01
0.04 0.04 0.04
0.24 0.10 0.10
-0.03 -0.01 0.04
0.01 -0.02 -0.02
0.03 0.00 -0.02
-0.02 0.02 -0.02
0.00 0.01 -0.05
0.03 -0.02 0.01
0.01 -0.07 -0.07
-0.03 0.03 0.00
0.04 -0.01 0.02
0.00 0.00 0.01
0.01 -0.07 -0.01
0.07 0.06 0.03
0.03 -0.02 0.02
0.00 0.01 -0.02
-0.04 0.05 -0.01
0.01 -0.01 0.02
-0.01 -0.02 -0.02
-0.03 0.07 -0.04
0.02 -0.01 0.02
-0.01 0.00 0.01
-0.01 -0.01 -0.01
0.01 0.00 0.01
0.00 0.00 0.00
0.00 0.00 0.00
0.00 0.00 0.00
0.01 0.01 0.01
-0.01 0.01 0.02
-0.01 0.00 0.00
0.00 0.00 -0.01
0.01 0.00 0.00
0.00 0.01 -0.01
0.00 0.00 0.00
0.00 0.00 0.00
0.00 0.00 0.00
0.01 0.01 0.02
0.00 0.00 0.00
0.02 0.00 0.00
0.00 0.00 0.01
-0.06 0.03 0.14
0.00 -0.01 0.00
0.00 0.00 0.00
0.01 0.00 -0.01
-0.01 0.01 0.00
0.01 0.00 0.00
-0.01 0.01 0.01
0.01 0.00 -0.01
0.10 -0.04 -0.14
0.01 0.00 0.00
-0.01 0.00 0.00
-0.01 0.00 0.00
-0.01 0.00 0.00
0.01 0.00 -0.01
0.01 -0.01 0.00
0.00 0.01 0.00
-0.01 -0.01 0.00
0.00 0.00 0.00
0.00 0.00 0.00
0.00 0.00 0.00
0.00 0.00 0.00
0.00 0.00 0.00
0.00 0.00 0.00
-0.02 0.01 0.03
0.03 0.01 -0.06
0.03 0.01 0.01
0.01 -0.04 0.00
-0.14 -0.02 -0.03
0.05 0.00 0.10
0.02 0.02 -0.01
-0.02 -0.01 -0.09
-0.15 -0.07 0.14
0.09 -0.04 -0.14
0.03 -0.12 0.34
0.00 0.02 0.00
-0.02 0.00 0.00
-0.01 0.00 -0.01
0.00 0.00 0.00
-0.01 0.00 0.00
0.00 0.00 0.01
0.00 0.01 0.00
0.00 0.00 -0.01
0.01 -0.01 0.00
-0.02 0.02 -0.02
0.00 0.00 0.01
0.00 0.00 0.01
0.00 0.01 -0.03
0.00 -0.02 0.03
0.10 0.08 -0.04
-0.10 -0.09 0.02
0.37 0.06 -0.29

Calculated values
spin multiplicity	2
HOMO-LUMO gap (alpha / beta)	0.262 / 0.263	Eh
<S²>	0.815